# C2H4NO2P

An isolated molecule of C2H4NO2P at a distorted geometry (the ωB97M-V functional and the def2-TZVPD basis, the OMol25 dataset).

CARTESIAN COORDINATES (ANGSTROEM)
C  0.68  -1.19  -0.17
C  -0.31  1.38  0.48
N  1.57  -0.40  -0.58
O  -2.27  -1.15  0.14
O  -0.93  1.03  -0.80
P  -1.01  -0.37  0.02
H  0.66  -2.35  -0.06
H  -1.33  1.81  1.16
H  2.47  -0.75  -0.78
H  0.46  1.99  0.59

Properties
M   105.033 g/mol
DFT total energy   -624.96887 hartree
Expectation value of S²   2.0128
Relative energy (zero: lowest compared OMol25 entry of this formula, charge and spin)   66.7 kcal/mol
HOMO level (alpha / beta)   -5.963 / -10.092 eV
Orbital gap (alpha / beta)   6.21 / 6.90 eV
Spin multiplicity   3



# C5H6O2

An isolated molecule of C5H6O2 (the ωB97M-V functional and the def2-TZVPD basis, the OMol25 dataset).

CARTESIAN COORDINATES (ANGSTROEM)
C  2.57  0.24  -0.05
C  1.58  0.73  -0.60
C  0.64  -0.43  -0.46
O  0.97  -1.53  -0.86
C  -0.65  -0.29  0.34
C  -1.37  1.03  0.19
O  -1.49  -1.34  -0.06
H  3.30  -0.34  0.45
H  -0.34  -0.42  1.40
H  -2.34  0.96  0.70
H  -1.54  1.26  -0.86
H  -0.80  1.85  0.64
H  -0.89  -2.08  -0.25

Properties
M   98.101 g/mol
DFT total energy   -344.45935 hartree
Relative energy (zero: lowest compared OMol25 entry of this formula, charge and spin)   89.5 kcal/mol
HOMO level   -10.238 eV
Orbital gap   10.21 eV



# C6H6N2O

An isolated molecule of C6H6N2O at a distorted geometry (the ωB97M-V functional and the def2-TZVPD basis, the OMol25 dataset).

CARTESIAN COORDINATES (ANGSTROEM)
N  -2.21  0.02  0.86
C  -1.23  0.17  -0.20
C  -0.54  -1.06  -0.67
C  0.70  -1.45  -0.32
O  1.84  -0.83  0.07
C  2.11  0.53  0.30
C  1.27  1.55  0.17
C  -0.11  1.23  -0.15
N  -1.02  1.41  -1.01
H  -3.12  0.19  0.43
H  -2.25  -0.85  1.35
H  -1.22  -1.80  -1.18
H  1.09  -2.41  -0.58
H  3.07  0.81  0.55
H  1.62  2.51  0.39

Properties
M   122.127 g/mol
DFT total energy   -416.82404 hartree
Relative energy (zero: lowest compared OMol25 entry of this formula, charge and spin)   93.9 kcal/mol
HOMO level   -8.200 eV
Orbital gap   8.77 eV